# 1
Computed, not measured: the ion C9H15N2O2S with charge +1 at a distorted geometry, with the ωB97M-V functional and the def2-TZVPD basis.

Calculated values
DFT total energy, eV: -27476.7408
HOMO-LUMO gap (alpha / beta), eV: 8.37 / 8.37
E_HOMO (alpha / beta), eV: -12.32 / -12.32
Energy relative to the best compared isomer or geometry (same formula, charge and spin), kcal per mole: 20.8
SMILES: CC/[N+]([S-])=C/[C@H]1OC[N+]2=C(CCC2)O1
Spin multiplicity: 1
Total charge: +1
Largest force on an atom, hartree/bohr: 0.11204

```
29
Properties=species:S:1:pos:R:3:lowdin_charge:R:1
C -3.417 -1.758 0.143 -0.03
C -1.879 -2.099 -0.012 -0.23
N -1.092 -0.892 0.034 -0.58
S -0.910 -0.053 -1.316 0.90
C -0.798 -0.521 1.229 -0.03
C -0.411 0.861 1.818 -0.29
O 0.704 0.810 2.637 0.05
C 1.727 0.241 1.726 -0.07
N 1.616 0.803 0.447 -0.04
C 0.650 1.516 -0.011 -0.42
C 1.110 2.364 -1.104 -0.08
C 2.186 1.457 -1.723 -0.06
C 2.674 0.712 -0.428 -0.11
O -0.352 1.811 0.784 0.10
H -3.873 -2.481 0.809 0.08
H -3.431 -0.792 0.587 0.07
H -3.967 -1.937 -0.736 0.06
H -1.660 -2.539 -1.077 0.15
H -1.689 -2.733 0.831 0.11
H -0.988 -1.281 1.950 0.14
H -1.277 1.209 2.314 0.17
H 2.658 0.445 2.311 0.18
H 1.677 -0.877 1.580 0.17
H 0.316 2.443 -1.787 0.10
H 1.373 3.320 -0.670 0.16
H 1.643 0.910 -2.383 0.07
H 2.972 2.168 -2.055 0.14
H 3.003 -0.325 -0.613 0.15
H 3.620 1.051 0.085 0.16
```

***

# 2
Computed, not measured: an isolated molecule of C6H12O, with the ωB97M-V functional and the def2-TZVPD basis.

Calculated values
DFT total energy, eV: -8460.3749
HOMO-LUMO gap, eV: 8.41
E_HOMO, eV: -8.36
Energy relative to the best compared isomer or geometry (same formula, charge and spin), kcal per mole: 91.8
Spin multiplicity: 1
Largest force on an atom, hartree/bohr: 0.00842

```
19
Properties=species:S:1:pos:R:3:lowdin_charge:R:1
C -1.673 1.551 1.358 -0.10
C -0.299 1.369 0.728 -0.23
C -0.316 0.774 -0.693 -0.41
C 0.969 -0.044 -0.923 -0.19
C 0.695 -1.283 -0.151 -0.01
C 1.409 -2.513 -0.471 -0.14
O -1.396 -0.122 -0.950 -0.07
H -1.576 1.926 2.383 0.07
H -2.204 0.596 1.398 0.07
H -2.293 2.252 0.791 0.08
H 0.291 0.707 1.375 0.09
H 0.234 2.330 0.689 0.11
H -0.454 1.565 -1.435 0.14
H 1.861 0.427 -0.469 0.14
H 1.200 -0.177 -1.994 0.12
H 1.947 -2.608 -1.424 0.08
H 0.765 -3.379 -0.279 0.08
H 2.131 -2.531 0.367 0.11
H -1.292 -0.840 -0.298 0.06
```

***

# 3
Computed, not measured: an isolated molecule of C4H7BN2O at a distorted geometry, with the ωB97M-V functional and the def2-TZVPD basis.

Calculated values
DFT total energy, eV: -9965.8327
HOMO-LUMO gap, eV: 10.28
E_HOMO, eV: -9.67
Energy relative to the best compared isomer or geometry (same formula, charge and spin), kcal per mole: 6.6
SMILES: CB(O)c1cn[nH]c1
Spin multiplicity: 1
Largest force on an atom, hartree/bohr: 0.09661

```
15
Properties=species:S:1:pos:R:3:lowdin_charge:R:1
C -1.804 -0.742 0.020 -0.01
B -0.558 0.568 0.112 -0.35
O -1.096 1.818 0.372 0.11
C 0.933 0.233 -0.059 -0.13
C 1.721 -0.929 -0.434 -0.13
N 2.964 -0.644 -0.394 0.03
N 3.081 0.705 -0.090 0.01
C 1.829 1.183 0.172 -0.09
H -2.808 -0.522 0.356 0.03
H -1.453 -1.674 0.251 -0.01
H -1.922 -0.726 -1.049 0.03
H -2.047 1.598 0.368 0.09
H 1.345 -1.866 -0.808 0.11
H 3.927 1.247 -0.038 0.15
H 1.637 2.253 0.418 0.15
```